Computed, not measured: a 3-piece molecular cluster, C23H56BrFN9O4P2 overall at a distorted geometry, with ωB97M-V/def2-TZVPD.

## Properties
ΔE to the lowest compared entry with this formula, charge and spin in kJ/mol: 152.27
F_max in eV/Å: 5.8
Total charge: +1
Highest occupied orbital energy in eV: -9.5
Total energy in a.u.: -5060.00775

Atoms and positions in Å:
C: 8.54 0.26 -1.82
C: 8.83 -0.74 -2.96
C: 7.89 -1.96 -2.97
O: 6.93 -1.89 -4.05
C: 5.78 -1.29 -3.63
N: 5.02 -0.53 -4.67
C: 3.83 -0.29 -4.02
N: 3.18 0.85 -4.01
C: 1.91 0.99 -3.29
Br: 1.68 2.92 -3.08
C: 0.72 0.39 -4.03
C: -0.61 0.90 -3.47
N: 3.49 -1.43 -3.40
C: 4.70 -2.10 -2.86
C: 4.68 -3.62 -3.02
C: 4.22 -4.20 -1.72
O: 3.08 -4.27 -1.37
F: 5.20 -4.67 -0.95
H: 9.45 0.69 -1.43
H: 7.95 1.09 -2.20
H: 7.96 -0.18 -1.01
H: 8.73 -0.23 -3.91
H: 9.83 -1.13 -2.83
H: 7.42 -2.12 -2.01
H: 8.49 -2.85 -3.17
H: 6.05 -0.50 -2.91
H: 5.55 0.31 -4.87
H: 3.58 1.61 -4.52
H: 2.01 0.60 -2.28
H: 0.68 -0.69 -3.88
H: 0.81 0.58 -5.10
H: -0.97 1.79 -3.98
H: -1.35 0.12 -3.63
H: -0.54 1.02 -2.39
H: 2.64 -1.48 -2.86
H: 4.71 -1.87 -1.80
H: 3.99 -3.94 -3.79
H: 5.69 -3.98 -3.21
O: -3.35 0.48 -0.50
P: -4.73 0.39 0.12
N: -5.18 -1.17 -0.50
C: -5.20 -1.39 -1.94
C: -4.41 -2.23 0.14
N: -5.49 1.70 -0.67
C: -6.61 1.56 -1.58
C: -4.64 2.81 -1.06
N: -6.01 0.32 1.34
C: -5.52 0.71 2.68
C: -6.97 -0.76 1.46
H: -5.53 -2.41 -2.14
H: -4.22 -1.24 -2.41
H: -5.93 -0.74 -2.43
H: -4.43 -2.10 1.23
H: -3.36 -2.22 -0.17
H: -4.84 -3.20 -0.08
H: -6.28 1.33 -2.60
H: -7.18 2.49 -1.61
H: -7.31 0.79 -1.25
H: -4.11 2.62 -2.01
H: -3.89 3.01 -0.30
H: -5.24 3.71 -1.18
H: -4.90 -0.07 3.13
H: -6.36 0.91 3.35
H: -4.92 1.62 2.62
H: -6.54 -1.69 1.86
H: -7.44 -0.99 0.51
H: -7.75 -0.43 2.14
O: -2.49 0.40 3.56
P: -1.05 0.51 4.00
N: -1.06 1.95 4.94
C: -1.45 3.20 4.31
C: -1.80 1.76 6.18
N: -0.30 0.67 2.47
C: 0.52 1.79 2.08
C: -1.04 0.12 1.34
N: 0.44 -0.11 4.72
C: 0.34 -1.52 5.12
C: 1.22 0.63 5.71
H: -1.37 4.01 5.04
H: -2.48 3.19 3.93
H: -0.78 3.46 3.49
H: -1.47 0.85 6.69
H: -2.88 1.68 6.01
H: -1.61 2.60 6.86
H: -0.09 2.62 1.69
H: 1.20 1.49 1.28
H: 1.14 2.15 2.89
H: -1.80 0.80 0.98
H: -1.52 -0.82 1.61
H: -0.35 -0.10 0.51
H: -0.28 -1.65 6.02
H: 1.33 -1.94 5.32
H: -0.10 -2.11 4.32
H: 0.75 0.67 6.70
H: 1.42 1.65 5.38
H: 2.18 0.13 5.82